Entry 1:
Molecular formula: C5H10O2
Method: DFT, wB97M-V/def2-TZVPD

Last columns: bonded neighbours and bond lengths (Å).
Geometry (Å):
1 C 1.490 -0.564 1.272  O7 1.414, H8 1.093, H9 1.097, H10 1.091
2 O -0.495 -1.654 -0.842  C3 1.392, H17 0.970
3 C -1.265 -0.498 -0.933  O2 1.392, C4 1.501, C5 1.505, H11 1.088
4 C -1.706 0.212 0.314  C3 1.501, C5 1.510, H12 1.085, H13 1.084
5 C -0.698 0.858 -0.608  C3 1.505, C4 1.510, C6 1.521, H14 1.088
6 C 0.764 1.108 -0.270  C5 1.521, O7 1.419, H15 1.094, H16 1.101
7 O 1.554 -0.048 -0.042  C1 1.414, C6 1.419
8 H 0.484 -0.908 1.528  C1 1.093
9 H 1.826 0.184 2.002  C1 1.097
10 H 2.162 -1.423 1.302  C1 1.091
11 H -1.987 -0.548 -1.746  C3 1.088
12 H -2.704 0.635 0.351  C4 1.085
13 H -1.364 -0.199 1.257  C4 1.084
14 H -1.096 1.666 -1.218  C5 1.088
15 H 1.232 1.596 -1.130  C6 1.094
16 H 0.853 1.793 0.588  C6 1.101
17 H 0.433 -1.373 -0.871  O2 0.970

Results
**HOMO-LUMO gap**: 10.53 eV
**Calculated total energy**: -9440.3196 eV
**F_max**: 0.4 eV Å⁻¹
**E_LUMO**: 0.0365 hartree
**SMILES**: COC[C@@H]1C[C@@H]1O
**HOMO level**: -9.54 eV

=====

Entry 2:
Molecular formula: C3H4Cl2S
Method: DFT, wB97M-V/def2-TZVPD

Last columns: bonded neighbours and bond lengths (Å).
Geometry (Å):
1 C -1.038 -0.794 -0.200  C2 1.474, S4 1.540
2 C -1.079 0.263 0.826  C1 1.474, H7 1.011, H8 1.022, H9 1.055
3 C 1.558 0.059 -0.944  Cl5 1.769, Cl6 1.635, H10 1.023
4 S -1.858 -1.890 -0.907  C1 1.540
5 Cl 2.304 -0.474 0.568  C3 1.769
6 Cl 1.430 1.681 -1.118  C3 1.635
7 H -1.039 1.238 0.561  C2 1.011
8 H -0.317 0.214 1.505  C2 1.022
9 H -1.913 0.133 1.460  C2 1.055
10 H 1.953 -0.430 -1.751  C3 1.023

Results
**HOMO-LUMO gap (alpha / beta)**: 6.88 / 8.42 eV
**Calculated total energy**: -39051.6347 eV
**F_max**: 3.5 eV Å⁻¹
**E_LUMO (alpha / beta)**: -0.0130 / 0.0026 hartree
**HOMO level (alpha / beta)**: -7.24 / -8.35 eV

=====

Entry 3:
Molecular formula: C18H48Cl9O20P5
Method: DFT, wB97M-V/def2-TZVPD

Last columns: bonded neighbours and bond lengths (Å).
Geometry (Å):
1 C -18.814 -21.178 22.685  O2 1.433, H9 1.088, H10 1.094, H11 1.087
2 O -18.515 -19.860 22.210  C1 1.433, P3 1.586
3 P -19.401 -19.318 21.011  O2 1.586, O4 1.449, O5 1.576, O7 1.576
4 O -19.491 -20.200 19.865  P3 1.449
5 O -20.793 -18.956 21.655  P3 1.576, C6 1.424
6 C -20.829 -18.123 22.809  O5 1.424, H12 1.087, H13 1.095, H14 1.091
7 O -18.757 -17.900 20.770  P3 1.576, C8 1.429
8 C -17.488 -17.855 20.114  O7 1.429, H15 1.095, H16 1.087, H17 1.089
9 H -19.350 -21.759 21.937  C1 1.088
10 H -19.421 -21.109 23.592  C1 1.094
11 H -17.876 -21.655 22.956  C1 1.087
12 H -21.859 -17.847 23.020  C6 1.087
13 H -20.272 -17.193 22.656  C6 1.095
14 H -20.400 -18.601 23.691  C6 1.091
15 H -17.353 -16.826 19.768  C8 1.095
16 H -17.444 -18.469 19.217  C8 1.087
17 H -16.653 -17.998 20.799  C8 1.089
18 C -18.187 -11.392 25.477  O19 1.423, H26 1.093, H27 1.093, H28 1.086
19 O -18.441 -11.307 24.080  C18 1.423, P20 1.584
20 P -17.657 -10.248 23.200  O19 1.584, O21 1.451, O22 1.583, O24 1.582
21 O -16.515 -9.569 23.784  P20 1.451
22 O -18.768 -9.237 22.703  P20 1.583, C23 1.453
23 C -20.019 -9.727 22.150  O22 1.453, H29 1.088, H30 1.090, H31 1.084
24 O -17.363 -11.146 21.932  P20 1.582, C25 1.451
25 C -16.348 -10.775 20.963  O24 1.451, H32 1.085, H33 1.088, H34 1.088
26 H -17.514 -10.589 25.786  C18 1.093
27 H -17.610 -12.289 25.720  C18 1.093
28 H -19.073 -11.399 26.105  C18 1.086
29 H -19.923 -10.759 21.819  C23 1.088
30 H -20.221 -9.125 21.264  C23 1.090
31 H -20.795 -9.563 22.889  C23 1.084
32 H -15.447 -11.364 21.096  C25 1.085
33 H -16.142 -9.708 21.014  C25 1.088
34 H -16.843 -11.030 20.028  C25 1.088
35 C -21.529 -13.968 15.124  O36 1.437, H43 1.088, H44 1.091, H45 1.089
36 O -22.054 -14.756 16.205  C35 1.437, P37 1.562
37 P -21.212 -14.915 17.512  O36 1.562, O38 1.457, O39 1.569, O41 1.575
38 O -19.812 -15.243 17.276  P37 1.457
39 O -21.410 -13.630 18.390  P37 1.569, C40 1.433
40 C -22.687 -13.019 18.614  O39 1.433, H46 1.090, H47 1.084, H48 1.089
41 O -22.036 -16.066 18.202  P37 1.575, C42 1.415
42 C -22.248 -16.118 19.600  O41 1.415, H49 1.092, H50 1.092, H51 1.090
43 H -21.704 -14.502 14.192  C35 1.088
44 H -20.455 -13.813 15.234  C35 1.091
45 H -22.054 -13.015 15.074  C35 1.089
46 H -23.371 -13.244 17.795  C40 1.090
47 H -22.500 -11.956 18.709  C40 1.084
48 H -23.124 -13.410 19.532  C40 1.089
49 H -22.006 -17.124 19.951  C42 1.092
50 H -23.303 -15.954 19.829  C42 1.092
51 H -21.618 -15.419 20.149  C42 1.090
52 C -17.022 -16.895 15.835  O53 1.430, H60 1.088, H61 1.091, H62 1.094
53 O -17.184 -17.881 14.813  C52 1.430, P54 1.580
54 P -17.257 -17.489 13.284  O53 1.580, O55 1.449, O56 1.586, O58 1.567
55 O -17.332 -18.644 12.414  P54 1.449
56 O -18.456 -16.455 13.207  P54 1.586, C57 1.435
57 C -19.797 -16.947 13.353  O56 1.435, H63 1.083, H64 1.089, H65 1.095
58 O -16.043 -16.524 13.060  P54 1.567, C59 1.430
59 C -15.330 -16.553 11.821  O58 1.430, H66 1.086, H67 1.087, H68 1.093
60 H -17.300 -17.356 16.780  C52 1.088
61 H -17.645 -16.016 15.666  C52 1.091
62 H -15.970 -16.604 15.916  C52 1.094
63 H -20.362 -16.675 12.471  C57 1.083
64 H -20.188 -16.564 14.295  C57 1.089
65 H -19.797 -18.037 13.455  C57 1.095
66 H -14.748 -17.466 11.743  C59 1.086
67 H -14.707 -15.663 11.783  C59 1.087
68 H -16.002 -16.467 10.964  C59 1.093
69 C -14.921 -10.220 17.535  O70 1.426, H77 1.096, H78 1.088, H79 1.089
70 O -13.543 -10.446 17.822  C69 1.426, P71 1.564
71 P -12.709 -11.341 16.846  O70 1.564, O72 1.454, O73 1.580, O75 1.585
72 O -12.354 -10.820 15.536  P71 1.454
73 O -11.475 -11.647 17.784  P71 1.580, C74 1.454
74 C -10.337 -12.353 17.218  O73 1.454, H80 1.086, H81 1.085, H82 1.089
75 O -13.604 -12.647 16.777  P71 1.585, C76 1.421
76 C -13.311 -13.700 15.867  O75 1.421, H83 1.093, H84 1.086, H85 1.090
77 H -15.098 -10.010 16.475  C69 1.096
78 H -15.229 -9.338 18.094  C69 1.088
79 H -15.535 -11.080 17.798  C69 1.089
80 H -10.508 -13.418 17.337  C74 1.086
81 H -9.462 -12.035 17.777  C74 1.085
82 H -10.196 -12.057 16.180  C74 1.089
83 H -12.699 -13.320 15.045  C76 1.093
84 H -14.258 -14.053 15.469  C76 1.086
85 H -12.772 -14.502 16.370  C76 1.090
86 C -19.282 -8.932 17.264  Cl87 1.779, Cl88 1.763, Cl89 1.754, H90 1.081
87 Cl -20.884 -9.135 18.009  C86 1.779
88 Cl -18.630 -7.339 17.647  C86 1.763
89 Cl -19.375 -9.184 15.531  C86 1.754
90 H -18.629 -9.668 17.712  C86 1.081
91 C -17.565 -13.917 18.724  Cl92 1.782, Cl93 1.773, Cl94 1.751, H95 1.080
92 Cl -18.283 -14.240 20.324  C91 1.782
93 Cl -15.822 -13.665 18.931  C91 1.773
94 Cl -18.331 -12.486 18.071  C91 1.751
95 H -17.735 -14.786 18.105  C91 1.080
96 C -15.602 -14.095 22.808  Cl97 1.751, Cl98 1.789, Cl99 1.750, H100 1.083
97 Cl -15.900 -15.818 22.726  C96 1.751
98 Cl -14.049 -13.743 21.992  C96 1.789
99 Cl -15.538 -13.504 24.454  C96 1.750
100 H -16.330 -13.516 22.253  C96 1.083

Results
**HOMO-LUMO gap**: 10.71 eV
**Calculated total energy**: -219552.3200 eV
**F_max**: 1.6 eV Å⁻¹
**E_LUMO**: 0.0036 hartree
**SMILES**: COP(=O)(OC)OC.COP(=O)(OC)OC.COP(=O)(OC)OC.COP(=O)(OC)OC.COP(=O)(OC)OC.ClC(Cl)Cl.ClC(Cl)Cl.ClC(Cl)Cl
**HOMO level**: -10.61 eV